This record from the OMol25 dataset describes a molecular structure, C28H33AsCrF6N3O5P at a distorted geometry. The level of theory is ωB97M-V/def2-TZVPD.

Each line ends with the Mulliken charge.
Element x y z (Å)
Cr -0.28320 -0.14365 -0.14892  -1.3162
C -0.80533 -0.91710 4.14215  -1.2653
C -1.08091 -0.73117 2.77615  -0.2713
N -0.14541 -0.44863 1.89412  1.6777
C 1.14587 -0.30408 2.33347  -0.3703
C 1.49919 -0.42013 3.68624  1.2664
C 0.47331 -0.76586 4.59407  -1.1996
C 2.83425 -0.14683 4.07603  -0.9639
C 3.73254 0.25320 3.13041  -1.2499
C 3.38360 0.34049 1.75936  -0.4903
C 2.11869 0.00730 1.33365  -0.1516
N 1.60524 -0.01467 0.03933  2.2376
C 2.34083 -0.01001 -1.14842  -0.5815
C 3.67774 -0.27063 -1.32394  -0.8410
C 4.25743 -0.25580 -2.61332  -1.1597
C 3.52110 0.01781 -3.72606  -0.8997
C 2.13221 0.25361 -3.59179  1.0041
C 1.27962 0.51429 -4.68492  -0.8214
C -0.05466 0.70301 -4.47303  -1.6055
C -0.55639 0.61077 -3.16681  -0.0591
N 0.20112 0.36850 -2.11864  1.4420
C 1.55003 0.21385 -2.31455  -0.2325
H -1.61280 -1.18421 4.81130  0.5379
H -2.09180 -0.81703 2.39814  0.2856
H 0.71461 -0.89492 5.64411  0.4999
H 3.11868 -0.24195 5.11929  0.4662
H 4.74715 0.49670 3.42748  0.4180
H 4.12994 0.67576 1.05235  0.5422
H 4.29631 -0.53935 -0.48097  0.7313
H 5.31575 -0.47180 -2.71163  0.4385
H 3.97448 0.03606 -4.71011  0.4482
H 1.69733 0.55488 -5.68578  0.4647
H -0.73452 0.90381 -5.29067  0.5189
H -1.61858 0.71625 -2.99407  0.5351
C -4.97767 -0.24043 0.82919  -0.8421
O -3.53829 -0.31394 0.79691  -0.2216
P -2.68482 0.20650 -0.43465  1.3861
O -3.45568 -0.34073 -1.73389  -0.3299
C -3.23674 -1.63161 -2.34589  -0.3863
O -3.22845 1.70916 -0.51759  -0.4224
C -2.82516 2.64884 -1.50950  -0.5075
H -5.27710 -0.41334 1.85704  0.2913
H -5.39846 -1.01195 0.18778  0.2554
H -5.31619 0.73989 0.50150  0.2982
H -3.82419 -2.38889 -1.83143  0.3052
H -2.18587 -1.90725 -2.32024  -0.0932
H -3.57922 -1.54875 -3.37350  0.3456
H -3.40669 2.49764 -2.41922  0.2646
H -1.76225 2.56569 -1.72620  0.1501
H -3.03547 3.63824 -1.11821  0.2900
C -1.05399 4.52723 1.23991  -1.1106
As 0.20563 3.08661 1.23603  0.7741
C 0.64296 2.75893 3.06832  -1.0620
C 1.78462 3.69819 0.35041  -0.9531
O -0.47203 1.82621 0.38776  0.0777
H -0.70751 5.31942 1.90002  0.4776
H -2.00946 4.14069 1.58590  0.3559
H -1.15747 4.90805 0.22845  0.3566
H 0.81043 3.72783 3.53739  0.5838
H 1.54568 2.15428 3.13498  0.2579
H -0.18727 2.24955 3.55255  0.3109
H 2.17107 4.57939 0.85753  0.4895
H 1.51177 3.94313 -0.67172  0.3787
H 2.52855 2.90479 0.35177  0.1487
C -0.13857 -4.04616 -1.88415  -2.0043
C -0.22315 -3.26786 -0.57714  0.7826
O -0.32342 -1.92166 -0.88523  -0.2693
C 1.06123 -3.59180 0.24421  0.2767
F 2.11924 -2.97722 -0.31066  -0.2518
F 1.33683 -4.90460 0.27038  -0.3120
F 0.97293 -3.17104 1.52475  -0.2998
C -1.46963 -3.77314 0.22093  0.6156
F -1.21976 -4.90299 0.89565  -0.3009
F -1.92222 -2.87090 1.10721  -0.1261
F -2.49269 -4.02757 -0.62103  -0.2814
H 0.72439 -3.68186 -2.44155  0.4450
H -1.03775 -3.86995 -2.46996  0.3945
H -0.03152 -5.11506 -1.70883  0.4265

The value obtained for the largest force on an atom is 0.0264 hartree/bohr. The multiplicity is 2. Its net charge is +1. As for the HOMO energy (spin up / spin down): -9.865 / -9.888 eV.